Record 1
This record from OMol25 describes the molecule C4H8N4O. The level of theory is wB97M-V/def2-TZVPD.

As for the SMILES: CN(N)/C=N\C=N/C=O. The max |F| comes out at 9.93 eV/Å. The value obtained for the highest occupied orbital energy is -8.8 eV. The calculation puts the energy above the lowest of the compared OMol25 structures with the same formula, charge and spin at 724.0 kJ/mol. Its orbital gap is 8.7 eV.

The geometry in XYZ format:
```
17
Properties=species:S:1:pos:R:3:forces:R:3
O 0.959 1.928 0.260 2.8 -1.6 -3.8
N 2.183 0.053 -0.032 -0.2 -6.3 1.0
N 0.590 -1.648 -0.712 -0.5 1.3 1.7
N -2.058 0.886 -0.791 2.6 -0.4 3.2
N -1.285 -0.390 -0.064 -5.0 6.1 3.6
C -0.562 -0.873 -0.899 7.1 -5.4 -4.3
C -0.949 -0.358 1.319 2.3 1.9 0.7
C 1.820 1.224 -0.479 -2.2 2.8 2.2
C 1.675 -1.292 0.143 1.7 4.0 -4.3
H 2.580 -2.097 0.446 -3.2 2.2 -0.5
H -0.527 -1.355 1.555 -1.0 0.3 0.3
H -1.081 -0.764 -1.813 0.7 -0.4 -1.9
H -1.283 1.727 -0.667 -2.1 -2.6 0.0
H -2.749 1.020 -0.025 0.3 0.4 -0.8
H 0.099 0.311 1.343 -3.2 -0.8 0.7
H 2.471 1.635 -1.440 -1.9 -0.8 2.3
H -1.884 -0.006 1.856 1.7 -0.5 0.0
```
Forces are in eV/Å.

Record 2
This record from OMol25 describes a structure of composition C28H32NPPtSi2. The level of theory is wB97M-V/def2-TZVPD.

The max |F| comes out at 0.22 eV/Å. The value obtained for the highest occupied orbital energy (spin up / spin down) is -5.9 / -8.2 eV. The calculation puts the energy above the lowest of the compared OMol25 structures with the same formula, charge and spin at 98.1 kJ/mol. As for the spin multiplicity: 3. Its orbital gap (spin up / spin down) is 6.1 / 7.5 eV.

The geometry in XYZ format:
```
65
Properties=species:S:1:pos:R:3:forces:R:3
Pt 0.557 0.972 0.169 0.0 0.2 -0.1
P -0.233 -1.237 0.550 -0.1 -0.1 -0.1
Si 1.955 2.723 -0.203 -0.1 -0.2 0.0
Si -0.914 2.622 -0.578 0.1 -0.1 0.1
N 0.603 -0.035 3.287 -0.2 -0.1 0.0
C 2.938 -2.956 -1.533 0.0 0.0 0.0
C -1.678 -2.375 -1.603 0.0 0.0 0.0
C 2.080 5.189 -1.814 0.0 0.0 0.0
C -1.360 -2.789 4.744 0.0 0.0 0.0
C -0.662 5.008 -2.258 0.0 0.0 0.0
C -1.946 3.363 0.805 0.0 0.0 0.0
C 0.991 -3.820 0.439 0.0 -0.1 0.0
C -0.230 -1.146 3.372 0.1 0.0 -0.1
C -4.107 -1.387 -0.688 0.0 0.0 0.0
C 0.995 -2.473 -0.009 0.0 0.0 0.0
C -1.883 -3.405 3.612 0.0 0.0 0.0
C -1.723 -1.644 -0.425 -0.1 0.0 0.1
C -0.552 -1.676 4.627 0.0 0.0 0.0
C -0.724 -1.785 2.219 0.1 0.1 0.1
C 1.354 4.130 -1.261 0.0 0.0 0.0
C -1.561 -2.894 2.368 0.0 0.0 0.0
C 0.068 6.047 -2.815 0.0 0.0 0.0
C -2.947 -1.147 0.026 0.0 0.0 0.0
C 2.822 -4.364 -1.044 0.1 0.0 0.0
C 1.900 -2.059 -0.937 0.0 0.0 0.1
C -2.075 1.830 -1.820 0.0 -0.1 -0.1
C 4.348 -2.386 -1.271 0.0 0.0 0.0
C 1.917 -4.740 -0.109 -0.1 0.0 0.1
C -2.843 -2.607 -2.326 0.0 0.0 0.0
C 3.120 3.365 1.124 0.0 0.0 0.1
C 1.439 6.140 -2.591 0.0 0.0 0.0
C -0.032 4.038 -1.475 0.0 0.1 0.0
C -4.057 -2.119 -1.870 0.0 0.0 0.0
H -2.694 4.048 0.394 0.0 0.0 0.0
H 3.523 -5.088 -1.445 0.0 0.0 0.0
H -2.530 -4.267 3.701 0.0 0.0 0.0
H 3.968 3.891 0.679 0.0 0.0 0.0
H 3.501 2.557 1.747 0.0 0.0 0.0
H -2.671 2.609 -2.306 0.0 0.0 0.0
H 4.544 -2.345 -0.198 0.0 0.0 0.0
H -2.798 -3.176 -3.246 0.0 0.0 0.0
H 0.300 -4.142 1.204 0.0 0.0 0.0
H -5.052 -1.002 -0.328 0.0 0.0 0.0
H -0.430 6.794 -3.422 0.0 0.0 0.0
H -1.595 -3.174 5.729 0.0 0.0 0.0
H 0.748 0.440 4.164 0.0 0.0 0.0
H 4.435 -1.377 -1.675 0.0 0.0 0.0
H -1.733 4.962 -2.432 0.0 0.0 0.0
H -0.735 -2.766 -1.963 0.0 0.0 0.0
H 0.350 0.613 2.542 0.2 0.0 0.0
H -1.518 1.299 -2.596 0.0 0.0 0.0
H 5.107 -3.015 -1.738 0.0 0.0 0.0
H -2.467 2.582 1.364 0.0 0.0 0.0
H 3.148 5.270 -1.646 0.0 0.0 0.0
H 2.004 6.955 -3.026 0.0 0.0 0.0
H 2.809 -2.952 -2.627 0.0 0.0 0.0
H -4.963 -2.307 -2.431 0.0 0.0 0.0
H 1.897 -5.767 0.235 0.0 0.0 0.0
H -1.323 3.922 1.506 0.0 0.0 0.0
H 2.586 4.079 1.760 0.0 0.0 0.0
H 1.909 -1.017 -1.246 0.0 0.0 0.0
H -0.167 -1.190 5.516 0.0 0.0 0.0
H -2.757 1.119 -1.353 0.0 0.0 0.0
H -1.967 -3.365 1.481 0.0 0.0 0.0
H -2.988 -0.571 0.943 0.0 0.0 0.0
```
Forces are in eV/Å.

Record 3
This record from OMol25 describes a structure of composition C15H17BiBr2F9N2O5Te. The level of theory is wB97M-V/def2-TZVPD.

As for the net charge: -1. The max |F| comes out at 1.08 eV/Å. The value obtained for the highest occupied orbital energy is -5.8 eV. Its orbital gap is 7.9 eV.

The geometry in XYZ format:
```
52
Properties=species:S:1:pos:R:3:forces:R:3
Bi 0.192 -0.072 0.356 0.3 -0.2 -0.1
Te 3.316 0.118 -0.637 0.5 0.8 -0.4
Br 1.971 2.432 3.848 0.0 0.0 0.0
Br 1.154 3.382 0.891 -0.2 0.2 0.0
F 2.793 0.350 1.236 -0.2 0.0 0.5
F -4.576 -0.947 -4.472 0.0 0.0 0.0
F -4.012 0.464 -2.342 -0.1 -0.1 -0.1
F 4.828 -0.623 0.089 0.5 -0.3 0.2
F -0.328 -2.958 -4.355 0.0 0.0 0.0
F 4.044 1.785 -0.022 0.1 0.3 0.0
F 3.457 -1.287 -1.865 -0.2 -0.4 -0.2
F 4.182 0.899 -2.118 0.1 0.0 -0.3
F 0.311 -1.490 -2.250 0.2 0.1 -0.2
O -0.482 -2.138 0.214 0.1 -0.1 0.2
O 0.020 -4.311 0.285 -0.1 -0.1 0.0
O 2.084 -1.508 0.133 -0.6 -0.8 -0.1
O 2.652 -3.636 -0.401 0.2 -0.2 -0.1
O 1.678 0.784 -1.109 -0.3 -0.4 0.1
N -1.372 0.347 -1.128 -0.1 0.2 -0.2
N -2.205 0.448 1.702 -0.2 -0.2 -0.1
C -1.233 -2.090 -3.887 0.1 -0.1 0.0
C -3.070 0.865 0.587 0.1 0.0 0.1
C -1.770 -0.384 -2.220 0.0 0.1 0.5
C -0.900 -1.323 -2.798 0.1 0.0 0.1
C -2.222 1.400 -0.565 0.1 -0.1 -0.1
C -3.343 -1.088 -3.947 -0.1 0.0 0.0
C 2.585 3.091 2.139 0.1 -0.2 0.0
C 1.850 -2.810 -0.107 -0.1 0.7 0.2
C 0.346 -3.161 0.148 0.0 0.3 0.1
C -3.106 1.867 3.595 0.0 0.0 0.0
C -2.645 -0.812 2.324 0.0 0.2 0.0
C -1.694 -1.307 3.403 0.0 0.0 0.0
C -3.027 -0.328 -2.838 -0.1 0.1 0.0
C -1.949 1.536 2.655 -0.1 -0.1 -0.1
C -2.464 -1.984 -4.504 -0.1 -0.1 -0.1
H -1.680 2.421 2.076 0.0 0.0 0.0
H -3.805 1.617 0.903 0.0 0.0 0.0
H -1.063 1.282 3.241 0.0 0.0 0.0
H -2.865 2.769 4.163 0.0 -0.1 0.0
H 3.225 2.342 1.684 -0.1 0.1 0.2
H 3.075 4.039 2.298 0.0 0.1 0.1
H -3.623 -0.003 0.227 0.0 0.0 0.0
H -4.034 2.052 3.050 0.0 0.0 0.0
H -1.991 -2.313 3.706 0.0 0.0 0.0
H -1.570 2.201 -0.188 0.0 -0.1 0.0
H -2.858 1.860 -1.317 0.1 0.1 0.0
H -1.699 -0.669 4.291 0.0 0.0 0.0
H -0.666 -1.374 3.039 -0.1 0.0 0.0
H -2.727 -2.582 -5.365 0.0 0.0 0.0
H -3.655 -0.707 2.745 0.0 0.0 0.0
H -3.290 1.061 4.309 0.0 0.0 0.0
H -2.694 -1.557 1.530 0.0 0.0 0.0
```
Forces are in eV/Å.

Record 4
This record from OMol25 describes a structure of composition C3H3O3Tl. The level of theory is wB97M-V/def2-TZVPD.

As for the net charge: +3. The max |F| comes out at 2.93 eV/Å. The value obtained for the highest occupied orbital energy (spin up / spin down) is -23.4 / -23.4 eV. The calculation puts the energy above the lowest of the compared OMol25 structures with the same formula, charge and spin at 0.0 kJ/mol. As for the spin multiplicity: 2. Its orbital gap (spin up / spin down) is 11.1 / 3.9 eV.

The geometry in XYZ format:
```
10
Properties=species:S:1:pos:R:3:forces:R:3
Tl 5.733 1.357 0.657 0.6 0.2 0.1
O -2.000 0.934 0.140 -0.1 -0.1 0.1
O -4.232 1.545 0.012 -2.0 0.5 -0.1
O 1.134 1.089 -0.164 0.7 -1.0 -0.8
C -3.130 1.210 0.090 1.3 -0.1 0.0
C 0.382 -1.313 -0.134 2.7 -0.5 -0.9
C 0.926 -0.005 -0.299 -1.7 1.9 1.5
H -0.219 -1.557 -1.023 0.0 -0.3 0.4
H 1.397 -1.835 -0.173 -1.2 -0.6 -0.1
H 0.009 -1.425 0.895 -0.3 0.1 -0.3
```
Forces are in eV/Å.

Calculated total energy readings, ordered: -12278.9338; -59336.7000; -206726.9630; -13958.9869 eV